44
Properties=species:S:1:pos:R:3 method="wB97M-V/def2-TZVPD" e_lumo_ev=3.00 total_charge=-1 homo_energy_ev=-2.931 gap_ev=5.93
Li 1.404 0.816 0.503
C 0.578 -2.495 1.622
Si -0.693 -1.110 1.521
C -2.437 -1.898 1.734
C -0.506 0.005 3.090
C -0.443 -0.100 0.052
C -1.147 1.188 0.059
C -2.437 1.363 -0.437
C -3.002 2.591 -0.454
C -2.304 3.630 0.157
C -1.028 3.376 0.622
N -0.467 2.171 0.659
Si -0.110 -0.776 -1.563
C 0.710 0.565 -2.642
C 1.142 -2.172 -1.506
C -1.551 -1.463 -2.726
H 0.752 -2.729 2.703
H 1.512 -2.170 1.204
H 0.218 -3.391 1.101
H -2.503 -2.738 2.382
H -2.733 -2.382 0.801
H -3.149 -1.151 2.029
H -0.948 -0.404 4.002
H -0.939 0.948 2.813
H 0.538 0.207 3.244
H -2.935 0.542 -0.873
H -4.009 2.646 -0.824
H -2.768 4.628 0.264
H -0.432 4.125 1.069
H 1.633 0.774 -2.155
H 0.049 1.459 -2.626
H 0.966 0.251 -3.668
H 2.010 -1.781 -1.005
H 1.414 -2.416 -2.554
H 0.714 -3.045 -1.080
H -2.288 -0.691 -2.963
H -2.018 -2.338 -2.300
H -1.042 -1.763 -3.669
C 5.147 0.839 0.120
C 3.613 0.677 0.235
O 3.033 1.658 0.720
H 5.412 1.879 0.165
H 5.452 0.342 -0.804
H 5.592 0.333 0.977


48
Properties=species:S:1:pos:R:3 method="wB97M-V/def2-TZVPD" s2=2.023 spin_multiplicity=3 e_lumo_ev="-8.79 / -9.87" total_charge=+2 homo_energy_ev="-15.757 / -15.451" gap_ev="6.97 / 5.58"
Mo -0.824 0.243 0.433
H -2.554 0.902 1.708
H -2.628 1.397 1.106
P 0.127 -1.622 1.528
P -0.340 1.237 -1.864
C 0.733 2.728 -2.088
H 0.610 3.199 -3.074
H 0.490 3.465 -1.315
H 1.782 2.441 -1.958
C 0.004 0.385 -3.460
H -0.677 -0.466 -3.540
H -0.124 1.030 -4.341
H 1.024 -0.009 -3.423
C -1.992 1.972 -2.226
H -2.231 2.693 -1.439
H -2.044 2.480 -3.198
H -2.738 1.172 -2.202
C 0.801 -3.221 0.935
H 0.869 -3.991 1.715
H 0.146 -3.581 0.137
H 1.795 -3.039 0.517
C 1.271 -1.383 2.959
H 0.924 -0.557 3.589
H 1.393 -2.280 3.584
H 2.239 -1.113 2.522
C -1.362 -2.196 2.434
H -2.118 -2.457 1.689
H -1.175 -3.060 3.083
H -1.732 -1.370 3.045
C 0.900 1.241 0.993
O 1.572 2.083 1.471
H -0.811 -0.957 -0.616
O 5.752 -1.449 1.082
S 4.885 -0.308 1.022
O 4.854 0.696 2.069
N 3.305 -0.763 0.604
C 2.926 -0.495 -0.647
O 1.871 -0.798 -1.257
C 4.008 0.294 -1.280
C 3.907 0.875 -2.538
C 5.018 1.622 -2.961
C 6.176 1.781 -2.148
C 6.218 1.184 -0.860
C 5.121 0.474 -0.486
H 2.991 0.737 -3.094
H 4.985 2.080 -3.931
H 7.023 2.337 -2.512
H 7.079 1.278 -0.200